{
  "formula": "C17H13AsF6IN2O4PtS2",
  "method": "wB97M-V/def2-TZVPD",
  "symbols": ["Pt", "O", "C", "C", "C", "C", "C", "C", "C", "O", "N", "N", "C", "S", "C", "C", "S", "H", "H", "H", "H", "H", "H", "H", "H", "H", "F", "As", "F", "F", "F", "F", "F", "I", "C", "C", "C", "C", "C", "C", "C", "O", "O", "H", "H", "H", "H"],
  "coordinates": [[-0.727, -1.256, -0.921], [3.835, -1.638, -2.010], [4.268, -1.640, -0.755], [5.647, -1.524, -0.533], [6.156, -1.536, 0.743], [5.313, -1.675, 1.847], [3.958, -1.787, 1.659], [3.415, -1.755, 0.368], [1.974, -1.785, 0.191], [1.463, -1.665, -0.971], [1.228, -1.881, 1.291], [-0.068, -1.939, 1.062], [-0.949, -1.832, 2.016], [-0.600, -1.487, 3.682], [-2.356, -1.628, 4.199], [-3.218, -1.171, 3.045], [-2.607, -2.029, 1.555], [2.853, -1.681, -2.034], [6.292, -1.418, -1.392], [7.220, -1.427, 0.894], [5.726, -1.679, 2.844], [3.272, -1.886, 2.484], [-2.495, -1.009, 5.084], [-2.536, -2.672, 4.461], [-3.124, -0.099, 2.866], [-4.267, -1.434, 3.167], [-2.751, -1.675, -1.824], [-4.657, -1.568, -1.727], [-4.509, -3.138, -0.945], [-4.431, -0.807, -0.127], [-6.366, -1.520, -1.540], [-4.529, 0.013, -2.409], [-4.695, -2.274, -3.298], [-0.407, 7.641, -2.252], [-0.485, 5.558, -1.918], [-0.516, 5.074, -0.619], [-0.576, 3.709, -0.401], [-0.602, 2.835, -1.486], [-0.565, 3.335, -2.785], [-0.504, 4.697, -3.003], [-0.639, 1.365, -1.294], [-0.723, 0.880, -0.126], [-0.564, 0.612, -2.287], [-0.487, 5.759, 0.217], [-0.602, 3.318, 0.605], [-0.590, 2.640, -3.610], [-0.468, 5.079, -4.011]],
  "lowdin_charge": [1.364, 0.097, -0.254, -0.002, -0.066, -0.083, -0.024, -0.083, -0.390, -0.101, 0.080, -0.210, -0.889, 0.994, -0.483, -0.455, 1.022, 0.095, 0.120, 0.108, 0.101, 0.107, 0.087, 0.084, 0.095, 0.097, -0.432, 0.825, -0.273, -0.335, -0.223, -0.232, -0.222, 0.850, -0.706, -0.141, -0.006, -0.130, 0.000, -0.137, -0.600, -0.048, -0.031, 0.094, 0.119, 0.124, 0.096],
  "gap_ha": [0.2160, 0.1747],
  "spin_multiplicity": 2,
  "e_tot_ev": -139171.2757
}



{
  "formula": "C4H8NO3",
  "method": "wB97M-V/def2-TZVPD",
  "symbols": ["C", "C", "O", "O", "H", "H", "H", "C", "C", "O", "N", "H", "H", "H", "H", "H"],
  "coordinates": [[2.484, 2.493, -0.127], [1.171, 1.544, -0.348], [0.281, 2.058, -1.071], [1.031, 0.513, 0.310], [2.110, 3.440, -0.641], [3.322, 2.164, -0.683], [2.649, 2.426, 0.925], [-2.351, -1.108, -0.205], [-1.459, -2.056, 0.575], [-1.869, -3.092, 1.122], [-0.133, -1.842, 0.458], [0.596, -2.646, 0.882], [0.139, -1.029, 0.052], [-1.924, -1.045, -1.227], [-2.676, -0.244, 0.400], [-3.372, -1.579, -0.421]],
  "lowdin_charge": [-0.038, -0.750, -0.116, -0.091, 0.071, 0.016, 0.032, -0.024, -0.618, -0.057, 0.135, 0.206, -0.023, 0.088, 0.084, 0.084],
  "de_lowest_ev": 1.645,
  "charge": -1,
  "gap_ha": 0.3017,
  "e_tot_ev": -11911.6488
}



{
  "formula": "C47H44F4I2N6OP2Y",
  "method": "wB97M-V/def2-TZVPD",
  "symbols": ["Y", "C", "C", "C", "P", "C", "C", "C", "C", "C", "C", "C", "C", "C", "C", "N", "C", "C", "C", "C", "C", "C", "C", "P", "C", "C", "C", "C", "C", "C", "H", "H", "H", "H", "H", "H", "H", "H", "H", "H", "H", "H", "H", "H", "H", "H", "H", "H", "H", "H", "H", "H", "H", "H", "H", "H", "H", "H", "H", "H", "H", "H", "H", "H", "H", "H", "H", "H", "H", "H", "I", "C", "C", "C", "I", "C", "C", "C", "C", "N", "C", "C", "O", "H", "H", "H", "H", "F", "C", "C", "F", "C", "C", "C", "F", "C", "C", "C", "N", "C", "N", "F", "C", "C", "N", "C", "N"],
  "coordinates": [[0.080, 0.080, 0.210], [-2.551, -4.433, 2.052], [-1.359, -3.517, 1.775], [-0.178, -4.324, 1.223], [-1.676, -2.041, 0.690], [-2.899, -2.469, -0.664], [-4.339, -2.715, -0.224], [-2.355, -3.612, -1.524], [-2.630, -0.896, 1.750], [-3.160, -1.148, 3.008], [-3.857, -0.170, 3.709], [-4.458, -0.465, 5.055], [-3.997, 1.089, 3.127], [-3.471, 1.368, 1.880], [-2.781, 0.380, 1.173], [-2.146, 0.592, -0.055], [-2.797, 1.133, -1.138], [-4.200, 1.255, -1.218], [-4.822, 1.640, -2.387], [-4.101, 1.908, -3.552], [-4.792, 2.319, -4.824], [-2.721, 1.799, -3.486], [-2.060, 1.451, -2.310], [-0.249, 1.419, -2.194], [0.267, 3.189, -2.477], [-0.464, 4.083, -1.472], [0.056, 3.719, -3.893], [0.318, 0.481, -3.684], [1.847, 0.538, -3.748], [-0.193, -0.955, -3.550], [-2.299, -5.111, 2.870], [-2.783, -5.044, 1.180], [-3.446, -3.881, 2.334], [-1.043, -3.050, 2.716], [-0.443, -4.817, 0.287], [0.114, -5.097, 1.937], [0.689, -3.688, 1.040], [-2.889, -1.559, -1.271], [-4.457, -3.682, 0.262], [-4.989, -2.703, -1.102], [-4.685, -1.939, 0.459], [-2.421, -4.568, -1.003], [-1.311, -3.442, -1.800], [-2.936, -3.699, -2.444], [-3.033, -2.118, 3.475], [-3.966, -1.313, 5.532], [-5.519, -0.705, 4.954], [-4.382, 0.400, 5.714], [-4.515, 1.869, 3.674], [-3.552, 2.361, 1.453], [-4.793, 0.993, -0.353], [-5.903, 1.715, -2.409], [-5.829, 1.987, -4.832], [-4.290, 1.908, -5.700], [-4.796, 3.407, -4.929], [-2.148, 1.991, -4.388], [1.342, 3.198, -2.255], [-1.527, 4.128, -1.713], [-0.065, 5.098, -1.513], [-0.368, 3.717, -0.452], [-1.007, 3.826, -4.107], [0.511, 3.088, -4.657], [0.510, 4.708, -3.970], [-0.103, 0.928, -4.587], [2.288, 0.291, -2.776], [2.199, 1.530, -4.033], [2.227, -0.174, -4.483], [0.159, -1.409, -2.613], [0.169, -1.570, -4.376], [-1.283, -0.986, -3.552], [0.027, -0.831, 5.244], [1.522, -1.446, 3.915], [2.655, -2.129, 4.367], [3.614, -2.545, 3.481], [5.298, -3.557, 4.240], [3.463, -2.320, 2.095], [4.372, -2.748, 1.103], [4.090, -2.542, -0.219], [2.902, -1.890, -0.570], [2.043, -1.426, 0.314], [2.305, -1.628, 1.646], [1.325, -1.144, 2.573], [0.278, -0.485, 2.147], [2.767, -2.324, 5.424], [5.283, -3.253, 1.395], [4.773, -2.864, -0.993], [2.649, -1.751, -1.616], [4.913, 4.317, 2.843], [4.874, 3.377, 1.923], [6.038, 2.919, 1.415], [7.163, 3.431, 1.857], [6.096, 1.860, 0.441], [4.818, 1.361, 0.017], [3.664, 1.830, 0.524], [2.538, 1.303, 0.016], [3.595, 2.857, 1.522], [2.404, 3.319, 2.056], [1.196, 2.688, 1.703], [0.255, 2.139, 1.340], [2.304, 4.415, 2.960], [2.157, 5.317, 3.656], [4.750, 0.458, -0.932], [7.278, 1.355, -0.045], [7.319, 0.185, -0.856], [7.373, -0.789, -1.464], [8.553, 1.918, 0.243], [9.610, 2.337, 0.412]],
  "lowdin_charge": [1.239, -0.101, -0.517, -0.105, 1.069, -0.515, -0.091, -0.116, -0.306, -0.067, -0.277, -0.046, -0.027, -0.020, -0.351, -0.149, -0.316, -0.013, -0.028, -0.278, -0.051, -0.063, -0.312, 1.019, -0.533, -0.110, -0.101, -0.552, -0.112, -0.112, 0.088, 0.070, 0.062, 0.088, 0.069, 0.088, 0.047, 0.082, 0.065, 0.086, 0.071, 0.064, 0.058, 0.085, 0.097, 0.075, 0.087, 0.081, 0.118, 0.121, 0.108, 0.118, 0.077, 0.078, 0.083, 0.104, 0.094, 0.084, 0.086, 0.037, 0.072, 0.066, 0.088, 0.103, 0.044, 0.072, 0.088, 0.050, 0.089, 0.076, 0.982, -0.622, -0.209, -0.651, 0.941, -0.208, -0.021, -0.035, -0.128, 0.013, -0.171, -0.438, -0.341, 0.086, 0.067, 0.116, 0.108, 0.166, -0.133, -0.129, 0.173, -0.001, -0.131, -0.107, 0.051, 0.009, -0.092, -0.075, 0.180, -0.153, 0.233, 0.152, -0.095, -0.148, 0.235, -0.146, 0.245],
  "charge": 1,
  "gap_ha": 0.1012,
  "e_tot_ev": -107128.5002
}



{
  "formula": "C2H4F2NOPS",
  "method": "wB97M-V/def2-TZVPD",
  "symbols": ["H", "N", "C", "C", "O", "P", "F", "F", "S", "H", "H", "H"],
  "coordinates": [[-1.365, 0.747, -1.598], [-0.458, 0.644, -1.086], [-0.481, -0.132, -0.096], [-1.581, -1.075, 0.264], [0.538, 0.066, 0.797], [1.859, 0.760, 0.247], [2.366, 0.795, 1.748], [1.580, 2.333, 0.178], [3.018, 0.010, -1.075], [-2.340, -0.838, 1.009], [-2.005, -1.272, -0.841], [-1.130, -2.039, 0.451]],
  "lowdin_charge": [0.102, 0.137, -0.536, -0.001, -0.153, 0.155, -0.168, -0.161, 0.330, 0.088, 0.134, 0.075],
  "de_lowest_ev": 0.379,
  "smiles": "[H]/N=C(\\C)OP(F)(F)=S",
  "gap_ha": 0.3854,
  "e_tot_ev": -31237.9417
}